Here is a cluster of 15 separate species, C75H66Cl6N12O24 in total in a non-equilibrium geometry from OMol25. Energies are from the ωB97M-V functional and the def2-TZVPD basis.

Geometry as XYZ:
```
183
Properties=species:S:1:pos:R:3:forces:R:3:lowdin_charge:R:1
C 5.287449 -13.678246 19.731305 -0.5 -1.6 -0.6 -0.07
C 5.118412 -14.882115 20.399270 0.4 -0.2 1.7 -0.05
C 5.305736 -14.991331 21.789719 -0.2 1.0 -1.1 0.00
C 5.589104 -13.807064 22.422471 0.7 0.8 0.2 -0.14
C 5.818104 -12.578915 21.754242 0.3 -0.5 0.0 0.02
C 5.688385 -12.529997 20.372074 -0.6 -1.3 0.9 -0.06
N 5.755234 -13.825247 23.891581 -0.1 0.6 0.4 -0.34
O 5.972353 -14.849122 24.497609 0.1 -0.9 -0.6 0.08
O 5.644044 -12.761921 24.464711 0.0 0.8 0.0 0.04
H 5.081198 -13.714883 18.671198 0.2 0.3 -0.2 0.11
H 4.887544 -15.820266 19.966274 -0.3 -0.4 -1.1 0.10
H 5.198986 -15.922482 22.318863 0.0 -0.1 0.1 0.12
H 6.202239 -11.715127 22.272573 -0.3 0.0 0.4 0.11
H 5.799423 -11.696473 19.745154 0.4 1.4 -0.1 0.09
C 11.079666 -5.938609 20.188449 0.4 1.2 -0.5 -0.08
C 10.113584 -6.622286 19.511287 -1.8 -0.2 0.0 -0.08
C 9.247452 -5.946551 18.627935 -1.7 -2.0 -0.7 -0.02
C 9.459483 -4.672117 18.214016 2.0 1.2 0.8 -0.16
C 10.491025 -3.976566 18.845728 1.1 0.3 0.7 0.00
C 11.254638 -4.591333 19.874189 0.3 1.1 -0.8 -0.06
N 8.628185 -4.021710 17.177012 -2.2 -2.1 1.3 -0.36
O 8.847119 -2.933047 16.771117 1.4 1.8 -0.4 0.11
O 7.617176 -4.649596 16.886733 0.3 -0.2 -0.3 0.06
H 11.697601 -6.397589 20.930447 0.2 -0.3 0.3 0.09
H 9.871938 -7.639437 19.814976 0.0 0.4 -0.3 0.02
H 8.298673 -6.385788 18.223027 1.3 -0.1 0.5 0.14
H 10.756627 -2.951251 18.581212 -0.3 -0.3 -0.1 0.12
H 12.059145 -3.993737 20.372390 -0.9 -0.6 -0.5 0.12
C 13.209685 -6.152760 29.079731 0.1 1.5 0.4 -0.06
C 13.080542 -4.771135 28.751924 0.6 -1.8 -0.1 -0.05
C 12.096211 -4.337723 27.890962 0.0 -1.5 0.6 0.01
C 11.185497 -5.290992 27.411654 1.7 -0.6 1.0 -0.13
C 11.283342 -6.684835 27.678859 1.6 2.8 0.6 0.04
C 12.336003 -7.060371 28.520689 -0.6 -0.7 -0.5 -0.07
N 10.143731 -4.796539 26.604045 -1.4 1.4 -0.9 -0.34
O 9.333777 -5.630032 26.277423 -1.2 -0.7 -0.7 0.06
O 10.062090 -3.610829 26.281763 0.4 -1.0 0.7 0.08
H 13.970519 -6.415158 29.842094 -0.5 -0.1 -0.8 0.12
H 13.872452 -4.134484 29.087999 0.0 0.6 0.3 0.10
H 12.008106 -3.308680 27.667809 -0.3 0.8 -0.4 0.11
H 10.632740 -7.412975 27.283409 -0.7 -0.4 -0.4 0.08
H 12.410391 -8.129860 28.664875 0.3 0.0 0.4 0.09
C 7.588178 -14.054361 27.928963 0.5 -1.8 -1.7 -0.09
C 8.661039 -13.576054 28.674405 -0.1 -0.7 0.6 -0.08
C 8.491666 -12.425461 29.425344 1.2 0.4 0.7 -0.02
C 7.219498 -11.920680 29.507963 -0.3 1.4 -0.3 -0.14
C 6.172180 -12.359501 28.715783 -1.2 -0.6 0.2 -0.01
C 6.342856 -13.446929 27.853485 0.1 0.9 -0.1 -0.05
N 6.918946 -10.657672 30.262146 0.4 0.2 1.6 -0.29
O 7.585732 -10.349515 31.288102 -1.3 -0.9 -2.6 0.06
O 5.964079 -10.020936 29.838820 0.9 0.1 0.7 0.06
H 7.763493 -14.947652 27.262239 -0.2 1.0 0.9 0.12
H 9.572556 -14.179644 28.806581 -0.4 0.6 -0.6 0.11
H 9.354779 -11.896462 29.894018 -1.0 -0.7 -0.1 0.12
H 5.192120 -11.908820 28.906284 0.5 -0.1 -0.6 0.12
H 5.601818 -13.708007 27.058576 0.6 0.0 1.2 0.11
C 9.341674 -14.058720 23.414141 0.6 -0.5 1.3 -0.08
C 9.089847 -14.880172 22.375733 -1.7 -1.2 -2.7 -0.09
C 8.790699 -16.224381 22.527515 0.9 -1.5 0.0 -0.01
C 8.987709 -16.803803 23.773920 -0.7 0.7 -0.6 -0.14
C 9.462891 -16.012225 24.806689 0.6 -1.3 1.7 -0.02
C 9.647482 -14.650144 24.647347 0.5 0.4 0.4 -0.06
N 8.597630 -18.232084 23.954614 0.2 1.1 -1.9 -0.34
O 8.066451 -18.750592 22.966783 0.4 0.0 1.5 0.06
O 8.865447 -18.742689 25.002593 -0.1 -0.7 0.6 0.10
H 9.311761 -13.024860 23.221348 0.5 1.3 0.2 0.09
H 8.936523 -14.560555 21.335004 0.2 0.6 0.6 0.12
H 8.582531 -16.906528 21.682259 -0.2 0.8 0.5 0.13
H 9.748908 -16.526299 25.768186 -0.5 0.7 -1.1 0.14
H 10.156591 -14.095270 25.461726 -0.8 -0.2 -0.5 0.10
C 10.424579 -9.220307 30.365627 -0.4 0.0 -1.7 -0.07
C 9.805757 -8.234125 31.129531 -0.4 0.4 0.7 -0.05
C 8.673612 -7.573910 30.627387 1.0 -1.0 -0.3 0.01
C 8.251497 -7.889831 29.345039 -0.3 1.1 1.3 -0.16
C 8.841558 -8.796365 28.499740 1.3 -0.3 1.7 -0.01
C 9.959381 -9.459153 29.037365 -0.3 -0.4 -0.1 -0.08
N 7.010494 -7.210580 28.961171 0.8 -1.4 -1.1 -0.35
O 6.484283 -7.683364 27.984438 -0.9 -0.2 -1.1 0.04
O 6.599961 -6.296313 29.593401 -0.6 1.4 1.1 0.12
H 11.273151 -9.839985 30.658606 -0.3 0.5 0.4 0.08
H 10.078968 -7.950413 32.166392 0.2 -0.6 -0.8 0.12
H 8.076853 -6.909185 31.231730 0.2 0.1 0.0 0.12
H 8.450726 -8.986560 27.535497 -0.3 -0.2 -0.7 0.08
H 10.402940 -10.245420 28.384077 0.0 0.7 0.7 0.10
C 13.749178 -13.266501 22.779796 0.1 -0.2 0.0 -0.08
C 14.667406 -12.219288 22.844201 -0.8 -0.1 -0.1 -0.05
C 15.954639 -12.456687 23.246265 0.2 0.1 -0.3 -0.02
C 16.344736 -13.747620 23.492107 0.7 -0.1 0.8 -0.15
C 15.434992 -14.767511 23.548777 -0.6 -2.0 -0.3 -0.01
C 14.096530 -14.551785 23.139443 1.0 -0.4 1.0 -0.05
N 17.790960 -14.017276 23.840525 0.3 -0.4 -0.1 -0.33
O 18.101376 -15.183913 24.030259 -0.3 0.6 0.0 0.06
O 18.596288 -13.094016 23.872115 -1.0 -0.3 0.0 0.06
H 12.739524 -13.094582 22.474931 -0.5 0.3 -0.2 0.09
H 14.319911 -11.229865 22.605867 0.1 0.3 0.0 0.08
H 16.673794 -11.692801 23.383318 0.5 0.8 -0.2 0.11
H 15.772372 -15.777398 23.870859 -0.3 0.9 -0.3 0.13
H 13.349795 -15.363341 23.231563 0.6 0.6 -0.3 0.12
C 4.591138 -9.025551 22.839861 -1.4 2.5 -0.9 -0.07
C 3.179905 -8.989376 22.858342 1.4 0.3 0.0 -0.07
C 2.502599 -7.912614 22.275695 1.3 -1.1 0.6 -0.02
C 3.228062 -6.908638 21.713901 0.7 1.3 -0.5 -0.12
C 4.622027 -6.895729 21.730625 0.7 1.1 -0.1 -0.01
C 5.332481 -7.949614 22.321410 -1.6 0.0 -0.3 -0.05
N 2.507678 -5.695666 21.091432 0.9 -1.6 -0.1 -0.33
O 1.343444 -5.860036 20.773143 0.5 0.5 0.4 0.08
O 3.205782 -4.726403 20.876908 -0.7 0.0 0.1 0.08
H 5.096757 -9.775861 23.325641 1.0 -1.9 1.1 0.05
H 2.704492 -9.754802 23.458626 -0.4 0.1 -0.4 0.07
H 1.475319 -7.840929 22.345331 -2.0 0.1 0.0 0.10
H 5.152167 -5.991501 21.334247 -0.5 -1.0 0.3 0.12
H 6.402304 -7.901381 22.404266 0.3 0.0 -0.1 0.08
C 11.532999 -2.613975 23.690904 -0.6 -1.7 -1.1 -0.06
C 10.642340 -2.000518 22.797472 0.1 -1.6 1.6 -0.04
C 9.635233 -2.790653 22.221811 0.5 0.8 -0.7 -0.02
C 9.522271 -4.127144 22.545951 0.3 0.3 -0.3 -0.20
C 10.425630 -4.789941 23.348508 1.0 0.4 0.5 -0.02
C 11.477799 -4.015091 23.859733 0.2 -0.1 0.0 -0.07
N 8.454303 -4.912105 21.937982 -0.9 0.5 -0.5 -0.31
O 8.206339 -5.956490 22.507192 -0.3 -0.6 -0.2 0.04
O 7.831501 -4.490647 20.966646 0.8 -0.2 0.9 0.09
H 12.327202 -2.055054 24.140395 0.3 0.2 0.2 0.10
H 10.785951 -0.948964 22.772205 -0.5 0.8 -0.9 0.10
H 9.034422 -2.425127 21.395475 -0.3 0.2 0.4 0.13
H 10.378333 -5.864330 23.558940 0.0 0.6 -0.3 0.09
H 12.298476 -4.547446 24.360745 -0.4 0.3 0.1 0.11
C 14.993213 -10.426156 29.817763 1.4 1.0 -0.8 -0.07
C 15.381556 -10.566023 28.461659 -1.8 -0.6 -0.2 -0.03
C 14.472545 -11.190881 27.552699 0.9 0.4 1.6 0.02
C 13.332726 -11.742153 28.107145 -0.3 -0.1 -2.0 -0.14
C 12.917638 -11.571036 29.391601 -0.8 0.4 1.0 -0.03
C 13.763792 -10.885520 30.240614 -0.2 0.4 1.3 -0.09
N 12.375612 -12.439754 27.173469 1.1 0.3 0.7 -0.33
O 11.304136 -12.670204 27.673384 -1.3 -0.4 -0.3 0.03
O 12.717738 -12.764325 26.059317 0.1 0.3 0.1 0.09
H 15.634891 -9.796587 30.495362 -0.7 -1.0 -0.7 0.13
H 16.297848 -10.151932 28.082448 0.2 0.1 0.0 0.10
H 14.576597 -11.205224 26.479636 0.4 -0.2 -0.1 0.11
H 11.884827 -11.801180 29.696051 0.8 -0.3 -0.2 0.12
H 13.445169 -10.636359 31.268713 0.1 -0.3 -0.6 0.12
C 7.180180 -10.089545 25.530181 2.8 -0.6 -0.4 -0.02
C 8.251013 -11.038746 25.699778 -1.1 2.2 -0.1 -0.02
C 9.545013 -10.593122 25.537673 0.4 0.5 -0.4 -0.01
C 9.757947 -9.282866 25.085178 -0.8 0.1 0.5 -0.13
C 8.707555 -8.407460 24.848596 2.2 1.0 -0.7 -0.02
C 7.441535 -8.783384 25.098940 -2.8 -0.9 0.4 -0.07
N 11.125181 -8.773480 24.976363 0.3 -2.7 -0.2 -0.33
O 11.966610 -9.528599 25.447965 0.4 0.3 0.6 0.05
O 11.402916 -7.797963 24.346285 -0.3 1.6 -0.4 0.08
H 6.211594 -10.420172 25.704693 -1.7 -0.4 0.3 0.05
H 8.074892 -12.034172 26.031267 -0.3 -0.6 0.2 0.08
H 10.393248 -11.226836 25.737311 0.0 -0.1 0.0 0.09
H 8.944801 -7.423034 24.456911 -0.1 0.0 0.2 0.09
H 6.584095 -8.089069 24.951906 0.8 -0.5 0.2 0.12
C 16.026509 -5.606110 25.509976 -0.7 0.1 -1.9 -0.05
C 15.251370 -6.655560 25.861636 -1.3 -1.9 -0.4 -0.07
C 14.562328 -7.429862 24.925998 1.3 1.2 -1.1 0.02
C 14.721058 -7.073046 23.605507 -0.2 0.2 -0.2 -0.15
C 15.416648 -5.941989 23.194752 0.2 0.0 -0.3 0.00
C 16.060081 -5.203658 24.157176 0.1 -0.6 1.3 -0.05
N 14.119406 -7.958449 22.601467 -0.4 -0.9 1.3 -0.32
O 14.060056 -7.583133 21.463312 -0.1 0.1 -0.8 0.09
O 13.702652 -9.038934 23.025905 0.3 0.7 -0.8 0.02
H 16.580503 -5.176837 26.274365 1.1 1.2 1.0 0.09
H 15.174888 -7.039207 26.839087 0.2 0.1 1.3 0.09
H 14.050505 -8.333040 25.086221 -0.7 -0.8 0.8 0.08
H 15.546986 -5.670387 22.149545 -0.3 -0.2 0.2 0.13
H 16.651348 -4.367856 23.897727 0.5 0.8 -0.4 0.10
C 3.542042 -8.781850 26.836807 -0.2 0.4 0.6 -1.01
Cl 3.347160 -10.373072 26.109969 0.4 -0.2 0.1 0.56
Cl 2.476255 -7.611937 26.067856 0.0 0.2 0.0 0.54
H 3.292668 -8.831905 27.881562 -0.5 -0.3 0.3 0.03
H 4.548811 -8.402766 26.862455 0.5 -0.1 -0.8 -0.01
C 10.300193 -10.118934 19.543552 -1.7 -1.3 -2.2 -1.00
Cl 10.908077 -10.142948 21.139684 0.3 -0.1 0.7 0.59
Cl 8.482708 -9.707444 19.465957 1.0 -0.4 0.2 0.46
H 10.763096 -9.334746 18.961051 0.2 0.0 0.0 0.01
H 10.357300 -11.120013 18.974260 0.2 1.6 1.3 0.07
C 6.415340 -4.660286 24.692474 0.5 -1.3 -1.2 -1.04
Cl 5.234672 -5.032399 25.993609 0.6 0.2 -0.5 0.51
Cl 6.802388 -2.950178 24.500865 -0.1 0.2 0.2 0.55
H 7.408985 -5.188964 24.867903 -1.6 0.6 0.0 0.01
H 5.956066 -4.981182 23.704827 0.6 0.2 1.4 0.03
```
Positions in Å, forces in eV/Å.

Computed properties:
Orbital gap = 8.38 eV
Net charge = 0
Multiplicity = 1